# 1
C21H42Cl2O15 | ωB97M-V/def2-TZVPD

* multiplicity: 1
* total energy: -2874.4057 hartree
* lowest unoccupied orbital energy: 0.57 eV
* SMILES string: CCOC(=O)OC.CCOC(=O)OC.CCOC(=O)OC.CCOC(=O)OC.CCOC(=O)OC.ClCCl

```
80
Properties=species:S:1:pos:R:3:mulliken_charge:R:1
C -7.0172 -2.6132 -8.1934 -1.280
C -7.8926 -3.8196 -7.9251 0.124
O -7.4697 -4.3726 -6.6841 -0.212
C -8.0665 -5.5044 -6.3329 0.748
O -8.9380 -6.0572 -6.9503 -0.553
O -7.5202 -5.9300 -5.2071 -0.167
C -8.1610 -7.0714 -4.6347 -0.818
H -6.9793 -1.9972 -7.2950 0.286
H -7.3816 -2.0222 -9.0292 0.458
H -5.9939 -2.9402 -8.3844 0.166
H -7.7752 -4.5648 -8.7167 -0.033
H -8.9482 -3.5380 -7.9090 0.435
H -7.8881 -7.9669 -5.1871 0.320
H -9.2378 -6.9225 -4.5823 0.342
H -7.8104 -7.1663 -3.6086 0.240
C 2.8805 -10.1771 -9.8567 -1.080
C 2.4224 -11.1335 -8.7854 -0.202
O 1.3170 -10.5649 -8.0576 -0.343
C 0.1086 -10.8084 -8.5474 0.701
O -0.1409 -11.5534 -9.4549 -0.577
O -0.7648 -10.0921 -7.8603 -0.195
C -2.1540 -10.2535 -8.1796 -0.528
H 3.1874 -9.2393 -9.3931 0.291
H 2.0806 -9.9542 -10.5639 0.305
H 3.7011 -10.6037 -10.4346 0.357
H 3.2019 -11.2769 -8.0438 0.263
H 2.1168 -12.0780 -9.2320 0.328
H -2.2983 -10.2178 -9.2588 0.378
H -2.6737 -9.4850 -7.6223 0.012
H -2.4884 -11.2426 -7.8580 0.305
C -1.6261 -9.2440 -4.5394 -0.387
C -1.0339 -9.1489 -3.1559 -0.515
O -2.0710 -9.0023 -2.1671 -0.348
C -2.3416 -7.7782 -1.7385 0.862
O -1.8355 -6.7473 -2.0992 -0.581
O -3.2783 -7.8849 -0.7966 -0.354
C -3.6783 -6.6816 -0.1639 -0.268
H -2.1343 -10.2027 -4.6449 0.311
H -0.8358 -9.2359 -5.2936 0.254
H -2.2995 -8.4166 -4.7289 -0.111
H -0.2955 -8.3507 -3.0798 0.343
H -0.5191 -10.0724 -2.8947 0.338
H -4.5659 -6.8954 0.4204 0.246
H -3.8720 -5.8983 -0.8958 -0.010
H -2.9025 -6.3157 0.5143 0.295
C -4.4086 -4.5851 -3.8100 -1.085
C -3.2169 -5.0484 -4.6278 0.485
O -3.4287 -4.7866 -6.0032 -0.002
C -3.9761 -5.7230 -6.7624 0.391
O -4.1855 -6.8699 -6.4617 -0.625
O -4.2820 -5.1561 -7.9223 -0.036
C -4.7722 -6.0376 -8.9254 -0.887
H -4.1889 -4.5636 -2.7461 0.319
H -5.2624 -5.2260 -4.0286 0.169
H -4.6531 -3.5607 -4.1051 0.324
H -3.0555 -6.1187 -4.4766 -0.543
H -2.2719 -4.6567 -4.2480 0.365
H -3.9629 -6.6592 -9.3060 0.368
H -5.2071 -5.4590 -9.7366 0.364
H -5.5827 -6.6449 -8.5324 0.196
C -1.8387 -1.4188 -3.7524 -0.855
C -1.7091 -0.3659 -4.8269 -0.237
O -2.7876 -0.4064 -5.7714 -0.386
C -2.8408 -1.3521 -6.7108 0.883
O -3.7824 -1.4903 -7.4266 -0.562
O -1.7284 -2.0993 -6.7338 -0.329
C -1.5662 -2.9573 -7.8668 -0.632
H -2.8324 -1.4023 -3.3003 0.268
H -1.0991 -1.2350 -2.9731 0.422
H -1.6855 -2.4172 -4.1603 0.116
H -0.7358 -0.4398 -5.3131 0.267
H -1.7710 0.6398 -4.4133 0.334
H -1.5325 -3.9782 -7.4899 0.100
H -0.6285 -2.7283 -8.3674 0.322
H -2.4096 -2.8746 -8.5438 0.336
Cl -7.6103 -7.2758 -10.0925 -0.137
C -9.3474 -7.2110 -9.7825 -0.123
Cl -10.2757 -7.7899 -11.2009 -0.191
H -9.6250 -7.8867 -8.9881 0.269
H -9.6121 -6.1848 -9.5784 0.187
```

# 2
C21H42Mg2O29P2 | ωB97M-V/def2-TZVPD

* multiplicity: 2
* net charge: -1
* total energy: -4090.4977 hartree
* lowest unoccupied orbital energy (alpha / beta): 1.80 / 1.80 eV

```
96
Properties=species:S:1:pos:R:3:mulliken_charge:R:1
Mg -0.0056 -1.3410 -1.4728 1.587
Mg 2.0081 1.4733 -0.4700 0.439
P 2.8673 3.6038 -1.5511 0.552
O 2.9272 2.0932 -1.9427 -0.287
O 1.6344 4.5076 -1.8446 -0.508
O 3.9414 4.5738 -0.9667 -0.798
O 2.1891 3.2467 -0.2275 -0.180
P 0.0757 -0.0953 0.3164 0.825
O 0.8673 1.0206 0.9689 -0.565
O 0.4878 -1.5512 0.3046 -0.923
O 1.0835 -0.0102 -0.9320 0.849
O -1.0609 -0.0169 -0.7207 -0.663
C 5.9470 0.9559 -1.1384 -0.436
O 5.7964 -0.0245 -0.1269 -0.424
C 4.6358 -0.3161 0.3257 0.712
O 3.5882 0.2666 0.1441 -0.968
O 4.7529 -1.3270 1.1390 -0.475
C 3.5644 -1.7812 1.8544 0.121
H 5.8436 1.9717 -0.7567 0.315
H 5.1483 0.8381 -1.8706 0.015
H 6.8528 0.8426 -1.7341 0.288
H 2.7335 -1.6910 1.1547 -0.259
H 3.2939 -1.0663 2.6316 0.103
H 3.7220 -2.7263 2.3740 0.281
C 0.5695 5.3201 4.1922 -0.682
O -0.5670 4.7889 3.5702 -0.322
C -0.4212 4.4389 2.2562 0.814
O 0.5190 4.7946 1.5137 -0.488
O -1.5901 3.7814 1.8697 -0.351
C -1.7170 3.3707 0.5325 -0.203
H 1.0438 6.1212 3.6253 0.340
H 1.3288 4.5708 4.4160 0.234
H 0.2896 5.9058 5.0679 0.266
H -0.8711 2.8466 0.0877 -0.122
H -2.0011 4.1611 -0.1622 0.395
H -2.5712 2.6954 0.4831 0.053
C -2.2901 -3.8705 0.4948 -0.361
O -2.9076 -4.0892 -0.8234 -0.332
C -2.4368 -3.3571 -1.8791 0.613
O -1.4098 -2.6104 -1.8918 -0.684
O -3.3381 -3.4196 -2.8877 -0.362
C -3.0705 -2.8178 -4.1658 -0.463
H -3.1383 -3.8087 1.1765 0.318
H -1.7950 -2.9026 0.5743 -0.088
H -1.6117 -4.6886 0.7370 0.290
H -2.3873 -3.4887 -4.6868 0.286
H -2.6725 -1.8184 -3.9902 0.039
H -3.9916 -2.6500 -4.7240 0.328
C -0.7724 1.9826 8.4853 -0.665
O 0.0733 1.3531 7.5873 -0.338
C -0.0233 1.6064 6.2268 0.732
O -0.7564 2.4161 5.6341 -0.544
O 0.8949 0.8593 5.6481 -0.334
C 1.1115 1.0194 4.2623 -0.186
H -1.7398 1.4820 8.5243 0.271
H -0.8173 3.0615 8.3372 0.315
H -0.1569 1.8032 9.3668 0.248
H 1.0443 2.0404 3.8864 0.009
H 0.4169 0.4689 3.6278 0.221
H 2.0946 0.6588 3.9597 0.160
C -3.7069 0.0574 0.5265 0.067
O -5.0583 -0.0080 0.1902 -0.356
C -5.6190 -1.0404 -0.2766 0.934
O -5.0072 -2.0792 -0.5723 -0.613
O -6.8635 -0.7909 -0.3192 -0.376
C -7.8179 -1.8016 -0.6157 -0.672
H -3.2954 0.8692 -0.0734 -0.186
H -3.1063 -0.7977 0.2163 0.023
H -3.6685 0.3074 1.5867 0.288
H -8.0324 -2.3118 0.3234 0.295
H -7.4096 -2.4466 -1.3938 0.308
H -8.7832 -1.3510 -0.8466 0.220
C -0.4605 2.0697 -3.0705 0.123
O -0.6009 1.2636 -4.2465 -0.443
C -0.1744 -0.0033 -4.2996 0.626
O 0.0121 -0.7483 -3.3161 0.083
O -0.1361 -0.3932 -5.6052 -0.454
C 0.1736 -1.7633 -5.9772 -0.133
H 0.5455 1.8780 -2.6972 -0.021
H -1.2103 1.7954 -2.3283 -0.041
H -0.6159 3.1411 -3.1971 0.311
H 0.2016 -1.8365 -7.0643 0.254
H -0.6972 -2.2814 -5.5754 -0.074
H 1.1073 -2.1029 -5.5290 0.113
C 2.0573 -4.5554 -0.2896 -0.433
O 3.0456 -3.9194 -1.0600 -0.349
C 2.6016 -3.0335 -1.9910 0.437
O 1.3809 -2.6897 -2.1451 -0.330
O 3.6999 -2.6142 -2.6616 -0.415
C 3.6330 -1.3525 -3.3473 0.023
H 2.6569 -4.9911 0.5095 0.306
H 1.4662 -5.3390 -0.7636 0.293
H 1.4404 -3.7578 0.1245 0.049
H 3.4424 -0.4837 -2.7173 -0.258
H 2.9378 -1.2409 -4.1793 -0.057
H 4.6348 -1.1213 -3.7091 0.449
```

# 3
C21H42NO13S | ωB97M-V/def2-TZVPD

* multiplicity: 1
* net charge: -1
* total energy: -2256.4954 hartree
* lowest unoccupied orbital energy: 1.75 eV

```
78
Properties=species:S:1:pos:R:3:mulliken_charge:R:1
C -4.8590 4.7162 0.1308 -1.296
C -5.5462 3.3539 0.1680 0.127
O -5.1303 2.5073 -0.8781 -0.328
C -6.1569 2.0836 -1.7550 1.307
S -7.4311 1.0827 -0.9362 -0.297
C -6.7041 3.2783 -2.5707 -0.912
O -8.0653 3.6638 -2.3104 -0.360
C -8.1585 4.9906 -1.8644 -0.094
C -9.6079 5.4439 -1.6999 -0.909
C -10.5808 4.3665 -1.2394 -0.610
C -10.1990 3.6604 0.0749 -0.084
N -11.2092 3.9466 1.1213 -0.743
C -5.4624 1.1168 -2.7995 -0.013
O -4.3224 0.6956 -2.4775 -0.617
O -6.1100 0.8378 -3.8261 -0.760
H -5.2587 5.2917 0.9674 0.393
H -5.1353 5.2641 -0.7652 0.243
H -3.7862 4.6424 0.2570 0.356
H -5.2374 2.8809 1.1012 0.422
H -6.6221 3.5145 0.2080 -0.110
H -8.5106 1.8722 -0.8773 -0.092
H -6.0452 4.1254 -2.3966 0.267
H -6.6396 3.0497 -3.6269 0.370
H -7.6996 5.6377 -2.6213 0.387
H -7.6039 5.1847 -0.9396 0.152
H -9.9452 5.7701 -2.6838 0.321
H -9.6292 6.3290 -1.0672 0.322
H -11.5294 4.8597 -1.0428 0.439
H -10.7851 3.6510 -2.0267 0.239
H -9.1925 3.9093 0.4016 0.112
H -10.2841 2.5954 -0.1040 0.294
H -10.8950 4.6928 1.7266 0.223
H -11.3387 3.1306 1.7020 0.246
C -3.3271 -0.6183 0.3396 -0.974
C -2.2559 -0.2770 -0.6673 -0.018
O -0.9929 0.0331 -0.0106 -0.363
C -0.2945 -0.9920 0.4277 0.723
O -0.5696 -2.1611 0.3282 -0.570
O 0.8162 -0.5182 1.0258 -0.359
C 1.6219 -1.5285 1.6175 -0.548
H -3.4277 0.1824 1.0752 0.250
H -4.2790 -0.7540 -0.1693 0.227
H -3.0853 -1.5339 0.8843 0.391
H -2.5460 0.6144 -1.2128 0.250
H -2.1161 -1.0731 -1.3956 0.271
H 1.8611 -2.3107 0.9000 0.137
H 1.1172 -1.9544 2.4849 0.297
H 2.5452 -1.0565 1.9461 0.264
C 3.2669 -4.9561 -0.1547 -1.045
C 4.3074 -4.5877 -1.1890 -0.189
O 5.5708 -4.2631 -0.5837 -0.344
C 6.2966 -5.2996 -0.1794 0.735
O 6.0079 -6.4614 -0.2893 -0.562
O 7.4107 -4.8264 0.3866 -0.270
C 8.2538 -5.8325 0.9517 -0.607
H 3.1759 -4.1675 0.5923 0.206
H 2.2960 -5.1071 -0.6254 0.391
H 3.5387 -5.8707 0.3711 0.347
H 3.9972 -3.6908 -1.7215 0.295
H 4.4373 -5.3779 -1.9279 0.316
H 8.4846 -6.6061 0.2228 0.322
H 7.7801 -6.2691 1.8296 0.309
H 9.1747 -5.3391 1.2529 0.129
C 14.7161 -2.3266 2.2004 -1.085
C 13.7402 -1.4011 2.8957 -0.181
O 12.7293 -0.9245 1.9984 -0.381
C 11.7585 -1.7934 1.7184 0.780
O 11.6554 -2.9071 2.1626 -0.573
O 10.9245 -1.2174 0.8573 -0.353
C 9.8704 -2.0724 0.4048 -0.594
H 15.1399 -1.8410 1.3204 0.293
H 15.5261 -2.6025 2.8759 0.349
H 14.2227 -3.2378 1.8651 0.307
H 14.2606 -0.5132 3.2503 0.291
H 13.2804 -1.8791 3.7604 0.313
H 9.3274 -2.5052 1.2413 0.258
H 10.2751 -2.8582 -0.2316 0.294
H 9.1882 -1.4623 -0.1791 0.280
```

# 4
C21H42O21 | ωB97M-V/def2-TZVPD

* multiplicity: 2
* net charge: +1
* total energy: -2404.9295 hartree
* lowest unoccupied orbital energy (alpha / beta): -3.81 / -10.02 eV

```
84
Properties=species:S:1:pos:R:3:mulliken_charge:R:1
C -4.6325 -3.8354 -9.6322 -0.476
O -4.0988 -4.9932 -9.1197 -0.049
C -2.8656 -5.2758 -9.4473 0.837
O -2.1809 -4.7385 -10.3580 -0.145
O -2.3988 -6.2432 -8.6568 -0.110
C -1.0404 -6.7036 -8.7218 -0.660
H -5.5203 -3.7058 -9.0133 0.282
H -4.9817 -3.7876 -10.6637 0.279
H -4.0769 -2.9131 -9.4632 0.078
H -0.8224 -7.0909 -7.7266 0.164
H -0.3852 -5.8372 -8.8124 0.408
H -0.9022 -7.4401 -9.5134 0.322
C 1.0230 -8.5616 -4.7859 -0.693
O -0.3571 -8.8099 -4.7230 -0.181
C -0.6747 -10.1347 -4.7904 0.628
O 0.0161 -11.1973 -4.8351 -0.567
O -2.0390 -10.1948 -4.8779 -0.191
C -2.7784 -11.3947 -4.7900 -0.610
H 1.1886 -7.4916 -4.6604 0.193
H 1.3440 -8.8614 -5.7835 0.309
H 1.4701 -9.1483 -3.9835 0.347
H -2.6105 -11.9226 -3.8512 0.337
H -2.7065 -12.0892 -5.6270 0.309
H -3.8337 -11.1345 -4.7082 0.125
C -9.3725 -9.1776 0.7832 -0.604
O -8.5956 -9.2970 2.0003 -0.352
C -7.5566 -8.4898 2.2720 0.808
O -7.1919 -7.5865 1.5505 -0.571
O -6.9148 -8.7141 3.4142 -0.311
C -7.1030 -9.9188 4.2358 -0.646
H -9.1151 -8.2953 0.1972 0.326
H -10.4109 -9.1526 1.1134 0.273
H -9.3444 -10.0232 0.0960 0.225
H -8.0829 -10.0199 4.7024 0.276
H -6.2791 -9.8751 4.9480 0.271
H -6.7885 -10.8119 3.6958 0.306
C -4.6310 -6.2203 -6.0736 -1.027
O -5.1619 -6.4534 -4.7463 -0.373
C -5.5561 -7.7074 -4.3165 0.806
O -5.4231 -8.8122 -4.7951 -0.585
O -6.0820 -7.4813 -3.1459 -0.387
C -6.5307 -8.5065 -2.2826 -0.438
H -5.0379 -5.2844 -6.4565 0.242
H -4.9384 -7.1014 -6.6368 0.590
H -3.5553 -6.2989 -6.2308 0.553
H -7.5257 -8.9219 -2.4424 0.055
H -6.4150 -8.2581 -1.2276 0.287
H -5.8049 -9.3098 -2.4089 0.297
C -8.2988 -6.1106 -6.3555 -0.815
O -7.5144 -5.5543 -7.4909 -0.156
C -8.2060 -5.3602 -8.6127 0.588
O -9.3713 -5.5920 -8.6956 -0.527
O -7.3334 -5.0042 -9.6947 -0.176
C -7.7676 -4.6820 -11.0004 -0.768
H -9.2476 -5.5839 -6.2531 0.412
H -7.6865 -6.0637 -5.4549 0.175
H -8.4014 -7.1896 -6.4710 0.357
H -8.4617 -3.8421 -10.9698 0.350
H -8.4422 -5.5041 -11.2395 0.319
H -7.0341 -4.3959 -11.7542 0.291
C -2.6668 -3.5761 -4.0418 -0.520
O -1.8502 -3.5278 -5.1692 -0.276
C -2.0863 -2.5562 -6.1111 0.760
O -2.8255 -1.6098 -6.0120 -0.537
O -1.2209 -2.8126 -7.1417 -0.273
C -1.3507 -1.8303 -8.1982 -0.761
H -3.5708 -4.0778 -4.3869 0.152
H -2.8869 -2.5790 -3.6604 0.338
H -2.1272 -4.1645 -3.2998 0.197
H -2.3291 -1.6032 -8.6217 0.190
H -0.6778 -2.0367 -9.0306 0.360
H -1.0157 -0.8154 -7.9840 0.358
C -12.4860 -7.8772 -2.4358 -0.681
O -11.3419 -8.7365 -2.3126 -0.220
C -11.0821 -9.6747 -3.2979 0.720
O -11.6204 -9.8186 -4.4056 -0.600
O -10.1099 -10.4006 -2.8434 -0.203
C -9.4052 -11.3327 -3.6971 -0.726
H -12.7465 -7.4957 -1.4485 0.228
H -13.4198 -8.2579 -2.8497 0.311
H -12.0480 -7.0612 -3.0107 0.291
H -10.0031 -11.9038 -4.4073 0.342
H -8.8100 -12.0088 -3.0834 0.268
H -8.6383 -10.7046 -4.1506 0.276
```

# 5
C21H43Cl2F3LiMgN4O20S | ωB97M-V/def2-TZVPD

* multiplicity: 1
* net charge: +1
* total energy: -4374.5736 hartree
* lowest unoccupied orbital energy: -8.12 eV

```
96
Properties=species:S:1:pos:R:3:mulliken_charge:R:1
C 3.9401 0.9734 4.7436 -1.095
C 3.5041 -0.3369 4.2171 0.837
O 3.5882 -0.6532 3.0501 -0.713
O 2.9876 -1.1815 5.1435 -0.352
C 1.9881 -2.0506 4.5883 -0.548
C 0.7707 -1.2563 4.1897 -0.732
C -0.0187 -0.4804 5.2518 -1.044
C 0.3002 0.9810 4.8538 -0.384
C 0.2870 0.8712 3.3698 0.402
O -0.1916 1.6002 2.5199 -0.681
N 0.8970 -0.3567 3.0459 0.928
H 3.7444 1.0709 5.8037 0.406
H 3.4181 1.7583 4.2006 0.275
H 5.0117 1.0653 4.5691 0.241
H 2.3914 -2.6586 3.7847 0.574
H 1.7011 -2.7579 5.3597 0.374
H 0.0050 -2.0011 3.8715 0.661
H 0.2830 -0.7103 6.2654 0.454
H -1.0900 -0.6364 5.1672 0.218
H -0.3794 1.7102 5.2729 0.551
H 1.3212 1.1173 5.1992 -0.090
H 1.7795 -0.3400 2.5371 0.018
N 7.0562 0.7292 6.1178 1.040
O 6.1312 0.8894 6.9323 -0.535
O 7.1217 1.4789 5.1232 -0.588
O 7.8752 -0.1725 6.2717 -0.542
C 2.5047 1.9944 -0.3397 -1.023
N 1.7779 1.1157 -1.3171 0.466
C 0.3088 1.3557 -1.1270 -0.129
C 2.1295 -0.3081 -1.0463 -0.678
C 2.0739 1.4581 -2.7627 -0.136
C 3.5004 1.2807 -3.2177 -0.716
O 4.3450 2.1429 -2.4723 -0.493
H 2.0374 1.8623 0.6373 0.200
H 3.5420 1.6922 -0.2803 0.447
H 2.4086 3.0266 -0.6640 0.492
H -0.0058 1.1265 -0.0952 -0.422
H -0.2421 0.7325 -1.8283 0.295
H 0.1328 2.4117 -1.3258 0.361
H 3.2038 -0.4313 -1.1438 0.405
H 1.6046 -0.9446 -1.7580 0.250
H 1.8313 -0.5589 -0.0303 0.009
H 1.7699 2.4968 -2.8928 0.446
H 1.4196 0.8116 -3.3438 0.102
H 3.5324 1.5464 -4.2775 0.412
H 3.8288 0.2418 -3.1198 0.376
H 5.2604 1.9779 -2.7235 0.330
C 1.8753 6.4166 -0.0934 -0.754
C 2.9265 6.2480 0.9880 -0.237
O 2.5837 5.2028 1.9002 -0.472
H 0.9038 6.6322 0.3511 0.256
H 2.1363 7.2263 -0.7745 0.351
H 1.7713 5.4958 -0.6794 0.096
H 3.0162 7.1552 1.5800 0.325
H 3.9023 6.0328 0.5417 0.257
H 2.5126 4.3883 1.3977 0.226
Mg -0.6147 -0.2786 1.0196 0.477
C -2.5942 -1.0394 -4.3134 -0.708
N -1.1403 -1.0671 -3.9955 0.956
O -0.4860 -0.0439 -4.1621 -0.611
O -0.6754 -2.1034 -3.5856 -0.521
H -2.8492 -0.0477 -4.6660 0.339
H -2.7676 -1.7855 -5.0759 0.188
H -3.1279 -1.2869 -3.4004 0.306
O 2.4024 -5.8079 4.5776 -0.599
Cl 1.0143 -5.6258 4.3286 1.630
O 0.2984 -5.2960 5.5239 -0.635
O 0.4334 -6.7227 3.6414 -0.605
O 0.8979 -4.4274 3.4446 -0.919
C -6.1490 0.5560 -9.4782 -1.104
C -4.7957 -0.0830 -9.5335 -0.145
O -4.5462 -0.8941 -8.3854 -0.246
C -5.0970 -2.1136 -8.3535 0.292
O -5.7859 -2.6153 -9.1811 -0.440
C -4.6620 -2.8244 -7.0576 0.989
F -4.7835 -2.0080 -5.9908 -0.274
F -3.3710 -3.1849 -7.1351 -0.271
F -5.3842 -3.9043 -6.8398 -0.229
H -6.2372 1.1200 -8.5473 0.353
H -6.2882 1.2258 -10.3222 0.409
H -6.9422 -0.1904 -9.4968 0.346
H -4.0042 0.6658 -9.5472 0.326
H -4.5808 -0.7664 -10.5246 0.212
Cl -5.3433 -0.8737 -12.0936 -0.243
Li 0.3948 -2.8629 2.6265 0.898
C -4.8740 -1.5227 4.7305 -0.344
C -4.0342 -2.7335 5.0798 -0.160
O -3.8436 -3.3953 3.8134 -0.292
S -3.7800 -2.3342 2.6506 0.846
O -2.4044 -2.0559 2.3377 -0.211
O -4.6644 -2.7081 1.6196 -0.541
O -4.3461 -1.0886 3.4531 -0.301
H -5.9244 -1.7794 4.5963 0.325
H -4.7858 -0.7239 5.4601 0.326
H -4.5190 -3.4048 5.7806 0.343
H -3.0547 -2.4499 5.4694 0.120
```